Entry 1:
Computed, not measured: a structure of composition C34H49N2P2Pt, with ωB97M-V/def2-TZVPD.

Multiplicity: 1
Gap between HOMO and LUMO, eV: 5.0914
Highest occupied orbital energy, eV: -2.47
Energy above the lowest of the compared OMol25 structures with the same formula, charge and spin, kJ/mol: 0.0
Total charge: -1

```
88
C34H49N2P2Pt ωB97M-V/def2-TZVPD
Pt 0.388 -0.093 -0.313
C -0.206 1.021 -5.008
C 0.365 0.283 -3.797
C -0.323 -1.073 -3.666
P 0.314 1.167 -2.175
C 1.681 2.397 -2.213
C 1.496 3.371 -1.053
C 1.983 3.131 -3.515
C -1.292 1.982 -1.994
C -1.816 2.887 -2.919
C -3.093 3.409 -2.816
C -3.646 4.358 -3.845
C -3.870 2.956 -1.746
C -3.373 2.099 -0.790
C -2.036 1.630 -0.832
N -1.466 0.830 0.124
C -1.879 0.789 1.442
C -2.661 1.763 2.086
C -2.971 1.668 3.432
C -2.528 0.614 4.220
C -2.847 0.525 5.689
C -1.725 -0.338 3.600
C -1.385 -0.270 2.259
P -0.240 -1.421 1.419
C -1.296 -2.899 0.994
C -1.988 -2.728 -0.357
C -2.341 -3.221 2.062
C 1.011 -2.041 2.617
C 0.642 -3.129 3.621
C 1.687 -0.841 3.282
H -0.012 0.436 -5.911
H 0.220 2.012 -5.156
H -1.288 1.128 -4.911
H 1.440 0.114 -3.928
H -1.385 -0.945 -3.435
H 0.134 -1.652 -2.870
H -0.243 -1.625 -4.607
H 2.513 1.721 -1.964
H 0.642 4.032 -1.223
H 2.391 3.989 -0.936
H 1.326 2.831 -0.119
H 1.167 3.802 -3.800
H 2.174 2.447 -4.342
H 2.878 3.745 -3.385
H -1.202 3.185 -3.761
H -2.843 4.826 -4.416
H -4.231 5.155 -3.379
H -4.301 3.848 -4.557
H -4.901 3.289 -1.660
H -4.026 1.761 0.001
H -2.986 2.636 1.541
H -3.565 2.456 3.886
H -3.638 1.226 5.959
H -1.975 0.758 6.305
H -3.181 -0.477 5.965
H -1.340 -1.155 4.199
H -0.586 -3.733 0.927
H -2.666 -1.871 -0.334
H -2.569 -3.624 -0.591
H -1.275 -2.549 -1.159
H -3.103 -2.440 2.092
H -1.918 -3.303 3.063
H -2.835 -4.167 1.824
H 1.751 -2.463 1.925
H -0.063 -2.786 4.380
H 1.550 -3.443 4.143
H 0.221 -4.012 3.141
H 1.036 -0.376 4.027
H 1.952 -0.088 2.536
H 2.609 -1.163 3.771
C 1.940 -3.405 -0.881
C 2.935 -2.721 -0.001
C 3.798 -3.493 0.762
C 4.818 -2.928 1.520
C 4.983 -1.550 1.461
C 4.147 -0.741 0.710
C 4.364 0.745 0.682
C 3.048 -1.285 -0.031
N 2.276 -0.448 -0.768
H 2.020 -4.492 -0.794
H 2.103 -3.112 -1.922
H 0.918 -3.110 -0.652
H 3.682 -4.574 0.745
H 5.484 -3.546 2.109
H 5.783 -1.083 2.032
H 4.907 1.081 1.569
H 3.400 1.255 0.613
H 4.935 1.053 -0.200
```

Entry 2:
Computed, not measured: a structure of composition C29H32F6N3O8PS3Si2W, with ωB97M-V/def2-TZVPD.

Multiplicity: 2
Expectation value of S²: 0.760
Gap between HOMO and LUMO (spin up / spin down), eV: 6.8837 / 7.1263
Highest occupied orbital energy (spin up / spin down), eV: -10.57 / -10.71
Energy above the lowest of the compared OMol25 structures with the same formula, charge and spin, kJ/mol: 0.0
Total charge: +1

```
85
C29H32F6N3O8PS3Si2W ωB97M-V/def2-TZVPD
W -0.155 -0.131 0.909
O 0.480 6.744 2.396
C 1.540 5.877 2.731
C 1.250 4.513 2.183
C 2.171 3.482 2.311
C 1.855 2.226 1.847
N 0.683 1.933 1.261
C -0.175 2.954 1.052
C 0.072 4.233 1.515
C -1.320 2.630 0.198
C -2.229 3.570 -0.252
C -3.188 3.213 -1.183
C -4.190 4.214 -1.700
O -4.198 5.419 -0.974
C -3.178 1.905 -1.656
C -2.265 1.012 -1.147
N -1.357 1.354 -0.222
H 0.648 7.613 2.770
H 1.663 5.789 3.817
H 2.493 6.226 2.317
H 3.133 3.637 2.780
H 2.578 1.438 1.940
H -0.643 5.025 1.357
H -2.196 4.588 0.103
H -5.179 3.747 -1.736
H -3.922 4.468 -2.728
H -4.777 5.334 -0.209
H -3.890 1.564 -2.396
H -2.267 -0.018 -1.465
C -1.196 -4.413 -1.608
Si 0.281 -3.297 -1.667
C 1.870 -4.191 -2.018
C -0.046 -1.879 -2.847
C -0.599 -2.406 -4.022
C -0.991 -1.609 -5.086
C -0.846 -0.238 -4.985
C -0.284 0.303 -3.837
C 0.139 -0.484 -2.760
Si 1.083 0.453 -1.409
C 2.849 -0.174 -1.373
C 1.154 2.271 -1.869
H -1.274 -4.944 -2.560
H -2.116 -3.849 -1.460
H -1.117 -5.160 -0.820
H 1.920 -4.477 -3.070
H 1.945 -5.103 -1.421
H 2.737 -3.565 -1.802
H -0.741 -3.477 -4.121
H -1.408 -2.060 -5.976
H -1.150 0.412 -5.795
H -0.162 1.377 -3.796
H 3.360 0.200 -2.265
H 2.883 -1.265 -1.409
H 3.401 0.153 -0.493
H 1.754 2.364 -2.778
H 1.669 2.841 -1.093
H 0.188 2.739 -2.060
O -0.228 -1.983 2.073
S 0.273 -3.164 1.365
O -0.539 -4.323 1.350
O 0.557 -2.611 -0.064
C 1.827 -3.576 2.074
C 2.136 -4.929 2.111
C 3.306 -5.353 2.719
C 4.157 -4.423 3.295
C 3.849 -3.071 3.252
C 2.682 -2.634 2.646
S 2.437 -0.865 2.641
O 1.532 -0.451 3.667
O 3.757 -0.309 2.610
O 1.793 -0.613 1.254
H 1.445 -5.643 1.686
H 3.541 -6.407 2.748
H 5.069 -4.744 3.780
H 4.522 -2.341 3.679
F -1.654 -1.156 0.245
P -4.013 -1.713 0.851
F -4.083 -1.538 -0.720
F -5.475 -2.059 1.164
F -3.376 -1.739 2.281
F -3.402 -3.139 0.600
F -4.052 -0.138 0.953
S -1.895 1.963 4.680
C -1.566 1.209 3.338
N -1.339 0.670 2.302
```

Entry 3:
Computed, not measured: the molecule C5H8O, with ωB97M-V/def2-TZVPD.

Structure (SMILES): CC(=O)C1CC1
Multiplicity: 1
Gap between HOMO and LUMO, eV: 10.6316
Highest occupied orbital energy, eV: -9.58
Energy above the lowest of the compared OMol25 structures with the same formula, charge and spin, kJ/mol: 90.6
Total charge: 0

```
14
C5H8O ωB97M-V/def2-TZVPD
C 0.611 0.860 1.788
C 0.068 -0.293 0.980
O -0.625 -1.172 1.448
C 0.368 -0.194 -0.474
C -0.226 -1.122 -1.491
C -0.852 0.214 -1.284
H 1.690 0.948 1.619
H 0.154 1.787 1.413
H 0.387 0.733 2.849
H 1.294 0.319 -0.727
H -0.783 -1.982 -1.122
H 0.374 -1.301 -2.376
H -0.738 1.081 -1.928
H -1.773 0.189 -0.712
```

Entry 4:
Computed, not measured: the molecule C25H41ClN3O8P at a distorted geometry, with ωB97M-V/def2-TZVPD.

Structure (SMILES): C#CC[C@]1(CCCOC(C)=O)[C@](CCN(CC)C(C)=O)(CC(=O)N(C)C)NC(=O)[C@@]1(OC[C@H](C)O)P(O)Cl
Multiplicity: 1
Gap between HOMO and LUMO, eV: 8.9760
Highest occupied orbital energy, eV: -8.75
Total charge: 0

```
79
C25H41ClN3O8P ωB97M-V/def2-TZVPD
C 2.504 -0.583 4.545
C 1.958 0.204 3.628
C 1.522 1.145 2.406
C 0.818 0.327 1.164
C 0.357 1.599 0.234
C 1.573 2.281 -0.582
C 0.971 2.648 -2.064
O -0.200 3.526 -1.988
C -0.675 3.612 -3.358
C 0.059 4.519 -4.494
O -1.694 2.927 -3.733
C -0.388 -0.657 1.634
C -1.534 -1.056 0.512
C -1.729 -2.646 0.333
N -2.787 -3.075 -0.639
C -3.646 -1.961 -1.146
C -4.880 -2.560 -2.057
C -2.235 -3.766 -1.837
C -2.391 -5.355 -2.141
O -1.623 -3.074 -2.731
C -1.289 -0.250 2.915
C -1.853 1.256 2.909
O -1.536 2.019 3.912
N -2.740 1.860 1.881
C -4.172 1.744 2.405
C -2.525 3.338 1.726
N 0.214 -1.978 2.100
C 1.446 -2.105 1.283
O 1.992 -3.255 1.372
C 1.845 -0.760 0.475
O 3.192 -0.314 0.767
C 4.208 -1.267 0.346
C 5.475 -0.395 -0.196
C 5.456 1.116 0.444
O 5.468 -0.207 -1.641
P 1.367 -1.061 -1.382
O 2.582 -0.374 -2.416
Cl 1.495 -3.164 -1.819
H 2.992 -1.102 5.461
H 2.439 1.769 2.043
H 0.794 1.941 2.854
H -0.068 2.425 0.941
H -0.489 1.346 -0.499
H 1.977 3.240 -0.070
H 2.475 1.598 -0.785
H 1.814 3.027 -2.748
H 0.582 1.639 -2.508
H -0.269 4.163 -5.554
H 1.197 4.431 -4.366
H -0.277 5.621 -4.347
H -1.312 -0.620 -0.528
H -2.498 -0.523 0.900
H -2.030 -3.097 1.369
H -0.743 -3.176 -0.001
H -3.087 -1.167 -1.780
H -4.173 -1.494 -0.217
H -4.674 -2.263 -3.150
H -5.890 -2.099 -1.694
H -4.993 -3.701 -1.921
H -2.742 -5.423 -3.253
H -1.400 -5.935 -2.084
H -3.250 -5.834 -1.526
H -2.223 -0.948 2.998
H -0.733 -0.390 3.932
H -4.605 0.685 2.296
H -4.823 2.459 1.766
H -4.162 2.152 3.484
H -1.453 3.694 1.969
H -3.317 3.985 2.286
H -2.685 3.587 0.595
H 0.316 -2.091 3.121
H 3.851 -2.077 -0.387
H 4.601 -1.825 1.294
H 6.473 -0.858 0.138
H 5.225 1.121 1.572
H 6.504 1.619 0.332
H 4.706 1.813 -0.077
H 6.091 -0.840 -2.071
H 3.251 -1.107 -2.550
```

Entry 5:
Computed, not measured: a cluster of 2 separate species, C5H10O2 in total, with ωB97M-V/def2-TZVPD.

Structure (SMILES): C=CCCO.C=O
Multiplicity: 1
Gap between HOMO and LUMO, eV: 10.2535
Highest occupied orbital energy, eV: -9.39
Energy above the lowest of the compared OMol25 structures with the same formula, charge and spin, kJ/mol: 310.6
Total charge: 0

```
17
C5H10O2 ωB97M-V/def2-TZVPD
C -0.598 1.023 0.855
C -0.136 0.613 -0.322
C 0.552 -0.712 -0.489
C 2.009 -0.522 -0.081
O 2.013 -0.123 1.273
H -1.044 2.002 0.996
H -0.626 0.352 1.712
H -0.156 1.282 -1.183
H 0.110 -1.478 0.164
H 0.502 -1.091 -1.519
H 2.569 -1.457 -0.213
H 2.456 0.246 -0.734
H 2.875 0.246 1.486
C -2.622 -0.089 -0.480
O -3.251 0.773 0.079
H -2.200 -0.975 0.034
H -2.452 -0.090 -1.577
```

Entry 6:
Computed, not measured: a structure of composition C32H23CdClN4PS2 at a distorted geometry, with ωB97M-V/def2-TZVPD.

Multiplicity: 1
Gap between HOMO and LUMO, eV: 6.5884
Highest occupied orbital energy, eV: -4.28
Energy above the lowest of the compared OMol25 structures with the same formula, charge and spin, kJ/mol: 110.2
Total charge: -1

```
64
C32H23CdClN4PS2 ωB97M-V/def2-TZVPD
Cd -0.587 -0.218 -0.895
S -1.026 -1.652 -3.122
C 0.662 -1.849 -3.348
C 1.125 -3.091 -3.780
C 2.473 -3.341 -3.999
C 2.899 -4.624 -4.382
N 3.240 -5.685 -4.668
C 3.406 -2.299 -3.803
C 2.948 -1.050 -3.390
C 1.607 -0.802 -3.137
S 1.181 0.780 -2.568
C 4.778 -2.533 -3.965
N 5.910 -2.722 -4.069
H 0.403 -3.883 -3.926
H 3.658 -0.250 -3.246
N 2.269 1.324 0.685
P 0.703 1.953 0.952
C 0.539 3.123 -0.466
C -0.681 3.209 -1.124
C -0.819 4.034 -2.227
C 0.258 4.779 -2.674
C 1.458 4.742 -1.985
C 1.597 3.924 -0.881
C 1.154 3.299 2.131
C 0.256 4.355 2.268
C 0.529 5.406 3.123
C 1.700 5.413 3.864
C 2.590 4.360 3.744
C 2.315 3.304 2.892
C 2.557 0.047 0.256
C 3.840 -0.247 -0.230
C 4.139 -1.537 -0.604
C 3.162 -2.517 -0.468
C 1.923 -2.136 0.005
N 1.616 -0.890 0.363
H 2.962 2.008 0.391
H -1.528 2.631 -0.760
H -1.765 4.080 -2.745
H 0.164 5.395 -3.556
H 2.293 5.342 -2.317
H 2.536 3.916 -0.343
H -0.654 4.356 1.685
H -0.166 6.228 3.215
H 1.920 6.236 4.529
H 3.504 4.364 4.320
H 3.006 2.477 2.810
H 4.568 0.546 -0.331
H 5.108 -1.781 -1.014
H 3.356 -3.539 -0.756
H 1.121 -2.860 0.112
Cl -1.825 -0.452 3.014
C -3.078 0.247 2.031
C -3.894 1.209 2.588
C -4.815 1.875 1.796
C -4.881 1.579 0.440
C -4.094 0.585 -0.096
C -3.172 -0.142 0.684
C -2.364 -1.179 0.101
H -3.805 1.440 3.639
H -5.459 2.630 2.224
H -5.556 2.135 -0.199
H -4.145 0.353 -1.153
H -2.854 -1.655 -0.747
H -1.995 -1.920 0.806
```

Entry 7:
Computed, not measured: a structure of composition C4H13N2 at a distorted geometry, with ωB97M-V/def2-TZVPD.

Multiplicity: 1
Gap between HOMO and LUMO, eV: 7.9000
Highest occupied orbital energy, eV: -14.01
Energy above the lowest of the compared OMol25 structures with the same formula, charge and spin, kJ/mol: 627.9
Total charge: +1

```
19
C4H13N2 ωB97M-V/def2-TZVPD
C 0.130 0.480 0.605
N 1.346 0.255 0.168
C -0.944 -0.121 -0.153
N 1.741 2.876 -1.376
C -3.375 -0.695 -0.246
C -2.129 -0.312 0.463
H -0.198 1.050 1.476
H 0.717 1.267 -0.230
H 1.993 0.188 0.965
H 4.649 -5.497 2.006
H -0.749 -0.352 -1.192
H 1.863 1.937 -1.060
H 2.548 3.433 -1.126
H 1.570 3.066 -2.351
H -3.207 -1.402 -1.064
H -4.130 -1.169 0.371
H -3.641 0.217 -0.793
H 4.010 -5.118 2.010
H -2.193 -0.105 1.526
```

Entry 8:
Computed, not measured: a structure of composition C14H25Cl3O2Os at a distorted geometry, with ωB97M-V/def2-TZVPD.

Multiplicity: 5
Expectation value of S²: 6.024
Gap between HOMO and LUMO (spin up / spin down), eV: 3.7449 / 5.9153
Highest occupied orbital energy (spin up / spin down), eV: 1.05 / -1.25
Energy above the lowest of the compared OMol25 structures with the same formula, charge and spin, kJ/mol: 67.9
Total charge: -2

```
45
C14H25Cl3O2Os ωB97M-V/def2-TZVPD
C -1.551 -2.338 -0.456
C -0.285 -2.956 -0.297
C 0.666 -2.390 -1.223
C 0.000 -4.041 0.681
C -0.017 -1.378 -1.982
C -1.482 -1.487 -1.713
C -2.536 -1.013 -2.422
C -2.749 -2.980 0.191
C 2.168 -2.581 -1.093
C 0.792 -0.475 -2.855
Os -0.179 -0.774 0.050
Cl 2.478 -2.533 3.103
Cl -1.063 -0.540 2.245
Cl 2.086 0.143 0.424
H -0.887 -4.274 1.258
H 0.800 -3.723 1.355
H 0.313 -4.921 0.118
H 2.491 -2.410 -0.038
H 2.672 -1.863 -1.761
H 2.448 -3.633 -1.355
H 1.597 0.005 -2.286
H 0.184 0.286 -3.342
H 1.272 -1.114 -3.590
H -2.394 -0.256 -3.186
H -0.290 2.470 0.150
H -3.534 -1.366 -2.219
H -2.614 -2.979 1.269
H -2.746 -4.026 -0.127
H -3.705 -2.503 -0.066
O -0.909 0.912 -0.472
H -1.552 0.728 0.272
C -0.287 3.360 2.363
C 0.547 3.932 1.222
C 0.346 5.451 1.144
C 2.030 3.631 1.376
O 0.089 3.370 -0.016
H -0.020 3.785 3.329
H -0.150 2.282 2.401
H -1.337 3.573 2.156
H 0.607 5.986 2.064
H 0.930 5.913 0.339
H -0.703 5.698 0.952
H 2.191 2.552 1.370
H 2.577 4.014 0.510
H 2.465 4.047 2.297
```

Q: The highest multiplicity belongs to which entry?
A: C14H25Cl3O2Os

Copy entry 8 word for word.
Computed, not measured: a structure of composition C14H25Cl3O2Os at a distorted geometry, with ωB97M-V/def2-TZVPD.

Multiplicity: 5
Expectation value of S²: 6.024
Gap between HOMO and LUMO (spin up / spin down), eV: 3.7449 / 5.9153
Highest occupied orbital energy (spin up / spin down), eV: 1.05 / -1.25
Energy above the lowest of the compared OMol25 structures with the same formula, charge and spin, kJ/mol: 67.9
Total charge: -2

```
45
C14H25Cl3O2Os ωB97M-V/def2-TZVPD
C -1.551 -2.338 -0.456
C -0.285 -2.956 -0.297
C 0.666 -2.390 -1.223
C 0.000 -4.041 0.681
C -0.017 -1.378 -1.982
C -1.482 -1.487 -1.713
C -2.536 -1.013 -2.422
C -2.749 -2.980 0.191
C 2.168 -2.581 -1.093
C 0.792 -0.475 -2.855
Os -0.179 -0.774 0.050
Cl 2.478 -2.533 3.103
Cl -1.063 -0.540 2.245
Cl 2.086 0.143 0.424
H -0.887 -4.274 1.258
H 0.800 -3.723 1.355
H 0.313 -4.921 0.118
H 2.491 -2.410 -0.038
H 2.672 -1.863 -1.761
H 2.448 -3.633 -1.355
H 1.597 0.005 -2.286
H 0.184 0.286 -3.342
H 1.272 -1.114 -3.590
H -2.394 -0.256 -3.186
H -0.290 2.470 0.150
H -3.534 -1.366 -2.219
H -2.614 -2.979 1.269
H -2.746 -4.026 -0.127
H -3.705 -2.503 -0.066
O -0.909 0.912 -0.472
H -1.552 0.728 0.272
C -0.287 3.360 2.363
C 0.547 3.932 1.222
C 0.346 5.451 1.144
C 2.030 3.631 1.376
O 0.089 3.370 -0.016
H -0.020 3.785 3.329
H -0.150 2.282 2.401
H -1.337 3.573 2.156
H 0.607 5.986 2.064
H 0.930 5.913 0.339
H -0.703 5.698 0.952
H 2.191 2.552 1.370
H 2.577 4.014 0.510
H 2.465 4.047 2.297
```

Q: Which value of total charge does entry 8 give?
A: -2

Q: What is the formula in the fourth record?
A: C25H41ClN3O8P